Entry from the OMol25 dataset: an isolated ion of composition C4H7N2 and charge +1 (wB97M-V/def2-TZVPD).

* maximum force: 4.9 eV/Å
* E_LUMO (spin up / spin down): -5.31 / -6.84 eV
* total energy: -7227.4882 eV
* HOMO (spin up / spin down): -0.5751 / -0.5325 hartree

Geometry as ORCA input:
```
! RIJCOSX wB97M-V def2-TZVPD def2/J DEFGRID3
* xyz 1 1
C -0.263 -0.136 1.817
C 1.550 -0.471 -1.126
C -0.416 -0.313 0.368
C -1.210 0.771 -0.368
N 1.658 -0.383 1.198
N 1.018 -0.406 0.051
H -0.739 0.093 2.744
H 2.626 -0.469 -1.227
H 0.923 -0.513 -2.001
H -0.907 -1.281 0.156
H -2.171 0.903 0.126
H -1.393 0.488 -1.401
H -0.675 1.718 -0.338
*
```

Atom charges from the Mulliken analysis, given in e for atoms 1 to 6:
1 C -0.457
2 C -0.116
3 C 0.478
4 C -1.273
5 N -0.548
6 N 0.567


Entry from the OMol25 dataset: an isolated molecule of C4H6O2 (wB97M-V/def2-TZVPD).

* structure (SMILES): C[C@]1(C=O)CO1
* maximum force: 0.5 eV/Å
* E_LUMO: 0.87 eV
* total energy: -8338.6881 eV
* HOMO: -0.3704 hartree

Geometry as ORCA input:
```
! RIJCOSX wB97M-V def2-TZVPD def2/J DEFGRID3
* xyz 0 1
C -1.266 -0.221 -0.622
C 0.007 -0.071 0.172
C 0.188 1.194 0.952
O -0.387 2.222 0.694
C 1.272 -0.702 -0.238
O 0.519 -1.222 0.838
H -1.230 0.383 -1.532
H -1.411 -1.271 -0.891
H -2.126 0.112 -0.034
H 0.927 1.111 1.779
H 1.282 -1.285 -1.158
H 2.225 -0.248 0.041
*
```

Atom charges from the Mulliken analysis, given in e for atoms 1 to 6:
1 C -1.301
2 C 1.255
3 C -0.287
4 O -0.482
5 C -0.647
6 O -0.445


Entry from the OMol25 dataset: a 2-piece molecular cluster, C10H16O overall (wB97M-V/def2-TZVPD).

* structure (SMILES): CCc1ccc(O)cc1.CC
* maximum force: 3.2 eV/Å
* E_LUMO: 0.81 eV
* total energy: -12675.4303 eV
* HOMO: -0.2983 hartree

Geometry as ORCA input:
```
! RIJCOSX wB97M-V def2-TZVPD def2/J DEFGRID3
* xyz 0 1
C 1.721 2.046 -2.097
C 1.229 1.293 -0.866
C 0.325 0.087 -0.964
C -0.719 0.065 -1.888
C -1.510 -1.099 -1.889
C -1.310 -2.119 -0.958
O -2.336 -2.904 -0.663
C -0.142 -2.164 -0.227
C 0.642 -1.003 -0.162
H 2.807 1.834 -2.104
H 1.429 3.085 -2.046
H 1.379 1.618 -3.034
H 2.046 0.924 -0.209
H 0.749 2.010 -0.184
H -1.055 0.886 -2.530
H -2.495 -1.022 -2.389
H -3.181 -2.909 -1.110
H 0.294 -3.068 0.206
H 1.432 -0.985 0.537
C -0.109 1.173 2.783
C -0.186 -0.347 2.892
H -0.829 1.586 2.024
H -0.507 1.585 3.740
H 0.907 1.396 2.521
H -0.594 -0.690 1.940
H 0.861 -0.640 2.937
H -0.848 -0.636 3.740
*
```

Atom charges from the Mulliken analysis, given in e for atoms 1 to 6:
1 C -1.226
2 C -0.417
3 C 0.788
4 C -0.653
5 C -0.515
6 C 0.773


Entry from the OMol25 dataset: an isolated molecule of C6H7N3O2 (wB97M-V/def2-TZVPD).

* structure (SMILES): COC(=O)c1nccnc1N
* maximum force: 4.8 eV/Å
* E_LUMO: -0.15 eV
* total energy: -14898.7094 eV
* HOMO: -0.3136 hartree

Geometry as ORCA input:
```
! RIJCOSX wB97M-V def2-TZVPD def2/J DEFGRID3
* xyz 0 1
C -3.606 0.104 -0.002
O -2.190 0.401 0.373
C -1.238 -0.293 -0.223
O -1.559 -0.932 -1.170
C 0.142 0.173 0.163
N 0.391 0.678 1.408
C 1.717 0.968 1.671
C 2.758 0.736 0.787
N 2.498 0.012 -0.268
C 1.289 -0.286 -0.610
N 1.072 -1.159 -1.675
H -3.657 -1.097 0.173
H -3.778 0.324 -1.128
H -4.320 0.806 0.536
H 1.926 1.147 2.926
H 3.810 0.939 1.001
H 1.860 -1.815 -2.167
H 0.061 -1.187 -1.931
*
```

Atom charges from the Mulliken analysis, given in e for atoms 1 to 6:
1 C -0.543
2 O -0.310
3 C 0.906
4 O -0.673
5 C 0.312
6 N -0.437


Entry from the OMol25 dataset: C21H19CrN7OS as an isolated structure (wB97M-V/def2-TZVPD).

* maximum force: 0.5 eV/Å
* E_LUMO (spin up / spin down): -6.24 / -6.39 eV
* total energy: -73809.6913 eV
* HOMO (spin up / spin down): -0.4412 / -0.4411 hartree

Geometry as ORCA input:
```
! RIJCOSX wB97M-V def2-TZVPD def2/J DEFGRID3
* xyz 2 5
Cr -3.175 -3.164 -0.038
C 6.994 5.934 0.074
O 5.588 6.174 0.056
C 4.762 5.115 0.048
C 3.396 5.412 0.030
C 2.470 4.399 0.021
C 2.879 3.060 0.029
C 4.238 2.775 0.047
C 5.185 3.787 0.057
C 1.861 2.016 0.017
N 0.555 2.220 0.012
C 0.004 0.978 0.001
C 0.964 -0.009 -0.002
N 2.156 0.674 0.009
C 0.648 -1.395 -0.014
C 1.570 -2.462 -0.020
C 1.122 -3.753 -0.034
C -0.253 -4.000 -0.042
N -1.148 -3.024 -0.037
C -0.715 -1.726 -0.024
C -1.733 -0.701 -0.021
N -3.040 -1.112 -0.032
C -3.988 -0.185 -0.031
C -3.721 1.185 -0.019
C -2.417 1.605 -0.008
C -1.386 0.649 -0.009
H 7.457 6.915 0.078
H 7.306 5.386 -0.816
H 7.284 5.390 0.974
H 3.094 6.450 0.024
H 1.413 4.628 0.007
H 4.600 1.753 0.055
H 6.235 3.537 0.071
H 3.083 0.286 0.008
H 2.634 -2.262 -0.013
H 1.809 -4.587 -0.039
H -0.625 -5.016 -0.054
H -5.016 -0.526 -0.042
H -4.542 1.886 -0.020
H -2.157 2.656 0.002
N -5.368 -3.291 -0.033
N -5.885 -4.599 -0.024
C -5.068 -5.672 -0.035
N -5.646 -6.860 -0.030
S -3.369 -5.542 -0.043
H -5.718 -2.802 0.789
H -5.729 -2.808 -0.855
H -6.890 -4.695 -0.009
H -6.647 -6.991 -0.032
H -5.070 -7.687 -0.028
*
```

Atom charges from the Mulliken analysis, given in e for atoms 1 to 6:
1 Cr 0.919
2 C -0.845
3 O -0.449
4 C 0.938
5 C -0.566
6 C -0.540


Entry from the OMol25 dataset: an isolated molecule of C8H7IO3 (wB97M-V/def2-TZVPD).

* structure (SMILES): CO/C=C(\I)C(=O)c1ccco1
* maximum force: 5.7 eV/Å
* E_LUMO: -0.25 eV
* total energy: -22648.5762 eV
* HOMO: -0.3124 hartree

Geometry as ORCA input:
```
! RIJCOSX wB97M-V def2-TZVPD def2/J DEFGRID3
* xyz 0 1
C 2.178 -2.708 -1.030
O 2.435 -1.642 -0.209
C 1.407 -0.848 0.253
C 1.479 0.149 1.064
I 3.309 0.883 1.965
C 0.003 1.087 1.630
O 0.220 1.539 2.712
C -1.051 1.189 0.668
C -2.318 1.768 0.822
C -2.917 1.617 -0.438
C -1.912 1.235 -1.270
O -0.824 0.852 -0.606
H 1.184 -2.588 -1.642
H 2.202 -3.576 -0.426
H 2.932 -2.801 -1.809
H 0.488 -1.102 -0.288
H -3.003 1.832 1.666
H -3.882 2.075 -0.778
H -1.931 1.041 -2.284
*
```

Atom charges from the Mulliken analysis, given in e for atoms 1 to 6:
1 C -0.607
2 O -0.266
3 C 0.325
4 C -0.579
5 I 0.024
6 C 0.680


Entry from the OMol25 dataset: a 2-piece molecular cluster, C29H25BF6O2S overall (wB97M-V/def2-TZVPD).

* maximum force: 3.5 eV/Å
* E_LUMO: -3.62 eV
* total energy: -62389.9009 eV
* HOMO: -0.2426 hartree

Geometry as ORCA input:
```
! RIJCOSX wB97M-V def2-TZVPD def2/J DEFGRID3
* xyz 0 1
C 6.184 -0.732 -3.909
C 4.793 -0.917 -3.438
C 3.888 -1.874 -3.853
C 2.618 -1.768 -3.181
C 2.556 -0.741 -2.267
B 1.300 -0.256 -1.343
C 1.114 -1.572 -0.386
C 1.770 -1.653 0.822
C 1.502 -2.725 1.672
C 2.224 -2.793 2.995
F 1.882 -3.894 3.724
F 3.584 -2.827 2.818
F 1.956 -1.691 3.769
C 0.609 -3.728 1.298
C -0.019 -3.621 0.059
C -0.970 -4.673 -0.441
F -2.174 -4.115 -0.818
F -0.477 -5.297 -1.556
F -1.245 -5.629 0.484
C 0.243 -2.553 -0.794
O 1.730 0.885 -0.583
C 0.873 1.938 -0.971
C -0.219 1.335 -1.907
O 0.111 -0.022 -2.120
S 4.081 0.105 -2.227
H 6.373 -1.495 -4.671
H 6.327 0.262 -4.347
H 6.890 -0.859 -3.082
H 4.131 -2.611 -4.614
H 1.802 -2.451 -3.364
H 2.483 -0.884 1.112
H 0.420 -4.576 1.945
H -0.253 -2.490 -1.758
H 0.429 2.385 -0.071
H 1.452 2.696 -1.520
H -1.220 1.404 -1.450
H -0.227 1.877 -2.868
C -1.080 6.282 2.712
C -1.250 4.833 2.395
C -1.091 3.836 3.370
C -1.175 2.491 3.047
C -1.489 2.068 1.721
C -1.578 0.674 1.337
C -2.788 0.108 0.850
C -2.986 -1.306 0.807
C -4.097 -1.845 0.188
C -5.056 -1.019 -0.415
C -4.944 0.373 -0.296
C -3.875 0.927 0.399
C -1.778 3.102 0.787
C -1.607 4.440 1.103
H -1.017 6.862 1.788
H -1.903 6.698 3.303
H -0.163 6.449 3.282
H -0.920 4.139 4.408
H -1.049 1.713 3.808
H -0.758 -0.008 1.626
H -2.243 -1.935 1.301
H -4.243 -2.926 0.196
H -5.916 -1.458 -0.921
H -5.720 1.027 -0.700
H -3.868 1.995 0.611
H -2.135 2.837 -0.213
H -1.793 5.203 0.346
*
```

Atom charges from the Mulliken analysis, given in e for atoms 1 to 6:
1 C -1.218
2 C 0.524
3 C -0.628
4 C -0.993
5 C 0.132
6 B 1.762


Short version: energy above the lowest of the compared OMol25 structures with the same formula, charge and spin = 190.25, 40.89, 52.91, 42.02, 0.00, 27.34, 84.67 kcal per mole, in the order given.